[1]
21
Properties=species:S:1:pos:R:3:nbo_charge:R:1 method="wB97M-V/def2-TZVPD" homo_energy_ha=-0.30579 smiles="NC=O.CNC.C" total_charge=0 relative_energy_kj_mol=133.0 energy_ha=-345.525533 largest_force_ev_per_a=1.91
N 0.8093 2.0511 -1.5546 -0.818
C -0.4494 2.1170 -1.0477 0.525
O -1.3620 1.4145 -1.4273 -0.610
H 1.5471 2.6224 -1.1808 0.395
H 1.0715 1.2198 -2.0596 0.396
H -0.6126 3.0461 -0.4665 0.119
C 1.0506 -1.6869 -0.4331 -0.407
N -0.2173 -1.0100 -0.3047 -0.639
C -1.2785 -1.8504 0.2028 -0.410
H 1.0175 -2.5697 -1.0941 0.160
H 1.3688 -2.0208 0.5555 0.188
H 1.7980 -0.9954 -0.8226 0.184
H -0.5122 -0.5787 -1.1815 0.370
H -1.4526 -2.7520 -0.4069 0.159
H -1.0260 -2.1627 1.2182 0.183
H -2.1960 -1.2668 0.2313 0.208
C 0.0993 0.8525 1.9509 -0.838
H 0.1859 1.1032 0.8673 0.216
H -0.9502 0.6878 2.1458 0.214
H 0.4328 1.7562 2.4537 0.194
H 0.6761 0.0227 2.3538 0.211

[2]
21
Properties=species:S:1:pos:R:3:nbo_charge:R:1 method="wB97M-V/def2-TZVPD" homo_energy_ha="-0.52369 / -0.52162" total_charge=+1 relative_energy_kj_mol=56.2 multiplicity=2 energy_ha=-345.222649 largest_force_ev_per_a=2.06
N -0.5380 0.6994 1.4204 -0.297
C 0.3678 1.3812 0.5777 -0.111
C 1.5523 2.0042 1.3027 -0.633
C 0.8789 0.3001 -0.4584 -0.184
N -0.2134 -0.3678 -1.1213 -0.664
C 0.2852 -1.3907 -2.0674 -0.430
H -1.0657 -0.0642 0.9668 0.434
H -0.1671 0.3432 2.3086 0.411
H -0.1709 2.1237 -0.0225 0.273
H 1.2658 2.3151 2.2992 0.243
H 2.3631 1.2806 1.3556 0.235
H 1.9522 2.8543 0.7592 0.257
H 1.5230 0.8406 -1.1656 0.232
H 1.5026 -0.4570 0.0266 0.222
H -0.7707 0.2925 -1.6563 0.381
H 0.7007 -2.2828 -1.5984 0.225
H 1.0580 -0.9516 -2.7229 0.193
H -0.5143 -1.6098 -2.7692 0.230
H -2.6213 -2.4659 -0.2042 0.491
H -1.3276 -1.5775 -0.0710 0.467
O -1.9777 -2.1164 0.4167 -0.973

[3]
21
Properties=species:S:1:pos:R:3:nbo_charge:R:1 method="wB97M-V/def2-TZVPD" homo_energy_ha="-0.24703 / -0.56018" total_charge=+1 relative_energy_kj_mol=217.9 multiplicity=2 energy_ha=-345.161056 largest_force_ev_per_a=2.41
C 0.3875 -1.2197 -1.3838 -0.067
O 1.5882 -1.3064 -2.0731 -0.756
C 0.4901 0.1688 -0.6039 -0.130
C -0.7812 0.5375 0.0864 -0.504
C -0.8699 -0.3319 1.3957 -0.346
N -1.2611 0.5066 2.5867 -0.912
N 1.1837 1.1563 -1.4823 -0.711
H -0.4340 -1.2434 -2.1239 0.186
H 0.1590 -1.9663 -0.6128 0.197
H 1.9954 -2.1690 -2.1691 0.522
H 1.2603 0.0319 0.1746 0.193
H -1.7073 0.2494 -0.4758 0.234
H -0.7829 1.5983 0.2804 0.243
H 0.0653 -0.9001 1.5432 0.228
H -1.4763 -1.2647 1.2796 0.234
H -1.4166 -0.0591 3.4421 0.419
H -2.1259 1.0674 2.4566 0.412
H -0.4197 1.1055 2.7967 0.223
H 1.7758 1.7758 -0.8673 0.421
H 1.7749 0.5583 -2.1286 0.474
H 0.5946 1.7048 -2.1213 0.438

[4]
21
Properties=species:S:1:pos:R:3:nbo_charge:R:1 method="wB97M-V/def2-TZVPD" homo_energy_ha="-0.50705 / -0.50701" total_charge=+1 relative_energy_kj_mol=311.7 multiplicity=2 energy_ha=-345.125352 largest_force_ev_per_a=5.53
N 0.2027 -0.7681 -1.1922 -0.811
C 0.2545 0.7359 -0.6703 -0.043
C 1.6552 0.8775 -0.0069 -0.621
C -0.8054 0.7397 0.3950 -0.335
N -2.1794 0.3984 0.2265 -0.100
C -2.6797 -0.1768 1.5684 -0.522
H -0.7390 -0.9045 -1.1387 0.322
H 0.3484 -0.8024 -2.2160 0.381
H 0.0832 1.4240 -1.5362 0.221
H 2.4788 0.9001 -0.6001 0.260
H 1.7331 0.1279 0.7684 0.223
H 1.7454 1.9200 0.2550 0.222
H -0.6875 1.5976 0.9360 0.289
H -0.3658 0.0104 1.0911 0.237
H -2.7303 1.2923 -0.0004 0.431
H -2.0160 -1.1569 1.6147 0.257
H -2.3672 0.3946 2.5155 0.298
H -3.7064 -0.6785 1.7028 0.291
H 3.7579 -2.3300 -0.7657 0.468
H 2.5272 -1.7753 -1.4782 0.470
O 3.4902 -1.8260 -1.4686 -0.938

[5]
22
Properties=species:S:1:pos:R:3:nbo_charge:R:1 method="wB97M-V/def2-TZVPD" homo_energy_ha=-0.31431 smiles=NCCCNCO.O total_charge=0 relative_energy_kj_mol=132.4 energy_ha=-420.754667 largest_force_ev_per_a=1.78
N 0.4062 -2.1577 -2.1938 -0.856
C 0.5920 -2.2335 -0.7683 -0.224
C 0.5622 -0.8867 -0.0109 -0.432
C -0.0331 -0.9408 1.3871 -0.209
N 0.0436 0.3275 2.1179 -0.630
C -0.6784 1.4745 1.8208 0.092
O -0.3704 2.1126 0.4873 -0.800
H 1.1218 -1.6356 -2.6655 0.371
H -0.5325 -2.0399 -2.5285 0.368
H 1.6260 -2.5725 -0.6113 0.184
H 0.0411 -3.0581 -0.3148 0.191
H 0.0763 -0.1480 -0.6352 0.206
H 1.5610 -0.4760 0.1440 0.197
H -1.0330 -1.3473 1.4457 0.189
H 0.5192 -1.6274 2.0327 0.194
H 0.9452 0.4682 2.5150 0.371
H -1.7297 1.1905 1.7383 0.159
H -0.4495 2.2975 2.4879 0.175
H -0.7785 2.9843 0.5130 0.462
O -0.3458 1.7702 -2.3096 -0.948
H -0.4118 2.7209 -2.1776 0.458
H -0.5746 1.4589 -1.4261 0.484

[6]
22
Properties=species:S:1:pos:R:3:nbo_charge:R:1 method="wB97M-V/def2-TZVPD" homo_energy_ha=-0.33893 smiles=NCC[C@H](N)CO.O total_charge=0 relative_energy_kj_mol=200.1 energy_ha=-420.728891 largest_force_ev_per_a=4.43
N 3.0243 0.2986 0.5061 -0.847
C 2.0137 -0.0274 -0.6264 -0.226
C 0.7013 0.8165 -0.5479 -0.432
C -0.2432 0.4118 0.6202 -0.089
N -1.3300 -0.5942 0.2861 -0.845
C -0.9648 1.4658 1.4913 -0.068
O -2.0600 1.0082 2.3844 -0.723
H 3.2266 -0.5796 0.9275 0.361
H 2.6973 0.9747 1.1366 0.358
H 1.6848 -1.1048 -0.6720 0.184
H 2.5485 0.1968 -1.6034 0.193
H 0.1396 0.7900 -1.5191 0.220
H 1.0070 1.9861 -0.4877 0.202
H 0.4642 -0.0988 1.3484 0.181
H -1.0419 -1.3006 -0.3448 0.371
H -2.0412 -0.1757 -0.1892 0.339
H -0.1143 1.8927 2.1058 0.178
H -1.3139 2.3553 0.9201 0.162
H -2.5976 0.3707 1.9342 0.478
O -1.8170 -2.7019 -2.2591 -0.943
H -1.2752 -2.8880 -2.9585 0.467
H -2.7082 -3.0963 -2.4527 0.479